No. 1
Density functional theory data (wB97M-V/def2-TZVPD) for a 6-piece molecular cluster, C6H17Cl2N5O10 overall at a distorted geometry.

E_HOMO (alpha / beta) (eV): -12.88 / -12.88
Gap between HOMO and LUMO (alpha / beta) (Eh): 0.203 / 0.072

```
! RIJCOSX wB97M-V def2-TZVPD def2/J DEFGRID3
* xyz 1 2
C -0.1349 -0.1810 -0.4927
N 0.5504 -0.9633 0.5398
O 1.6068 -1.4899 0.1794
O 0.0458 -1.1077 1.5978
H -0.2784 -0.8036 -1.3758
H 0.4410 0.7366 -0.6127
H -1.1371 0.0048 -0.1064
C -0.7075 3.5474 0.9899
N -0.2633 4.0057 -0.3733
O -0.1292 3.1367 -1.2678
O -0.1119 5.1975 -0.5387
H -0.3194 4.1703 1.7957
H -0.4873 2.4877 1.1190
H -1.7966 3.5848 0.9634
C 0.0159 -4.1689 2.2335
N -0.3193 -5.6311 2.0875
O -0.6230 -6.0578 0.9778
O -0.1844 -6.3228 3.0661
H 0.6361 -4.1289 3.1289
H -0.8869 -3.5636 2.3144
H 0.6441 -3.7715 1.4363
C 2.5608 0.9651 3.4558
N 2.6239 1.8222 4.6435
O 3.3902 2.8039 4.6684
O 1.8393 1.5866 5.5209
H 1.5124 0.9898 3.1585
H 2.7996 -0.0419 3.7980
H 3.2409 1.2614 2.6573
C 0.7008 -2.3008 -5.5530
N -0.0994 -1.8106 -4.4224
O 0.5440 -1.6925 -3.3633
O -1.2981 -1.6844 -4.5029
H 0.5092 -3.3723 -5.6092
H 1.7284 -2.0454 -5.2942
H 0.2398 -1.7965 -6.4023
C -3.3351 3.3470 -2.2775
Cl -3.6708 4.7393 -1.1773
Cl -3.1229 1.8799 -1.2523
H -4.2716 3.1791 -2.8094
H -2.4524 3.4888 -2.9011
*
```

These are the Mulliken partial charges, in e, on atoms 1 to 8: number 1, C, carries -0.585; number 2, N, carries 1.016; number 3, O, carries -0.564; number 4, O, carries -0.589; number 5, H, carries 0.221; number 6, H, carries 0.298; number 7, H, carries 0.238; number 8, C, carries -0.493



No. 2
Density functional theory data (wB97M-V/def2-TZVPD) for a 6-piece molecular cluster, C24H49ClN8O2 overall at a distorted geometry.

E_HOMO (alpha / beta) (eV): -9.76 / -14.47
Gap between HOMO and LUMO (alpha / beta) (Eh): 0.103 / 0.276

```
! RIJCOSX wB97M-V def2-TZVPD def2/J DEFGRID3
* xyz 3 2
C -3.1951 0.9588 1.5798
C -2.9602 1.2650 2.9991
O -2.3862 0.4942 3.7496
N -3.4655 2.6316 3.4687
H -2.9169 2.9308 4.2621
H -3.2097 3.2957 2.7519
C -4.9638 2.5355 3.6541
H -3.9069 0.1372 1.4992
H -2.3548 0.5151 1.0459
H -3.5808 1.8726 1.1279
H -5.0505 2.0344 4.6182
H -5.5624 2.0235 2.9007
H -5.2752 3.5800 3.6410
C 3.4086 2.2934 4.5591
C 3.1591 3.0165 3.2632
O 3.7242 2.7438 2.2480
N 1.9402 3.9161 3.1479
H 1.8397 4.2749 4.0866
H 2.1762 4.5788 2.4232
C 0.7600 3.0186 2.5720
H 3.3845 3.0259 5.3659
H 4.3888 1.8240 4.6421
H 2.6835 1.5266 4.8321
H -0.1347 3.6091 2.3751
H 0.5937 2.3507 3.4172
H 1.0061 2.3762 1.7265
C 0.1637 4.8066 -3.1356
C 1.6734 4.5186 -3.0675
N 1.8460 3.1053 -2.6523
C 1.8746 2.6057 -1.3499
C 2.0955 1.2298 -1.4692
N 2.2637 0.9477 -2.8135
C 2.0315 2.1102 -3.5132
C 2.3243 -0.3723 -3.4249
H -0.1451 5.8426 -3.2751
H -0.4181 4.6575 -2.2259
H -0.3449 4.3840 -4.0021
H 2.0576 5.1820 -2.2926
H 2.2029 4.7629 -3.9884
H 1.7540 3.2325 -0.4786
H 2.0658 0.3936 -0.7863
H 2.0636 2.1530 -4.5919
H 3.2654 -0.8242 -3.1114
H 2.2628 -0.2331 -4.5042
H 1.5371 -1.0726 -3.1457
C 2.9231 -4.6990 -0.3421
C 2.8212 -5.0817 1.1619
N 1.4844 -5.0399 1.7615
C 0.8724 -6.0464 2.4260
C -0.3976 -5.6405 2.7737
N -0.5844 -4.3141 2.4099
C 0.5568 -3.9812 1.6873
C -1.7726 -3.5513 2.5670
H 3.8336 -5.1929 -0.6813
H 2.9875 -3.6494 -0.6290
H 2.0820 -5.0156 -0.9588
H 3.4794 -4.4377 1.7451
H 3.0244 -6.1446 1.2925
H 1.3239 -7.0050 2.6346
H -1.1729 -6.1780 3.2995
H 0.7554 -3.0009 1.2800
H -1.6115 -2.5538 2.9758
H -2.3937 -4.0717 3.2960
H -2.3208 -3.5285 1.6252
C -2.5094 1.2760 -2.2336
C -1.1308 0.6555 -2.2059
N -1.0967 -0.6645 -2.7150
C -0.7853 -1.7912 -1.9019
C -0.7746 -2.7922 -2.7646
N -1.1300 -2.4674 -4.0094
C -1.3062 -1.0948 -3.9917
C -1.3944 -3.3624 -5.0862
H -2.8129 1.6007 -3.2288
H -2.4673 2.1600 -1.5972
H -3.2083 0.5608 -1.7999
H -0.7803 0.6858 -1.1743
H -0.4799 1.3255 -2.7677
H -0.5285 -1.7246 -0.8550
H -0.5367 -3.8367 -2.6276
H -1.5859 -0.4701 -4.8272
H -2.2246 -4.0402 -4.8874
H -0.4574 -3.8953 -5.2477
H -1.6534 -2.8156 -5.9929
Cl 0.2962 -0.4356 1.4608
*
```

These are the Mulliken partial charges, in e, on atoms 1 to 8: number 1, C, carries -0.247; number 2, C, carries -0.026; number 3, O, carries -0.698; number 4, N, carries -0.166; number 5, H, carries 0.344; number 6, H, carries 0.390; number 7, C, carries -0.839; number 8, H, carries 0.248



No. 3
Density functional theory data (wB97M-V/def2-TZVPD) for a 11-piece molecular cluster, C50H95N3O22 overall at a distorted geometry.

E_HOMO (eV): -9.25
Gap between HOMO and LUMO (Eh): 0.314
Energy above the lowest of the compared OMol25 structures with the same formula, charge and spin (eV): 3.067

```
! RIJCOSX wB97M-V def2-TZVPD def2/J DEFGRID3
* xyz 0 1
O 6.2396 -1.3612 5.3977
N 6.7328 -0.4574 4.7183
O 7.9240 -0.2055 4.7549
C 5.8406 0.3313 3.8011
C 6.2405 1.5641 3.2666
C 5.4497 2.2727 2.3360
C 4.1790 1.8329 2.0437
C 3.7285 0.6423 2.6736
C 4.5620 -0.1086 3.4884
H 7.1465 1.9881 3.6289
H 5.7923 3.1700 1.8939
H 3.5813 2.3097 1.2580
H 2.8309 0.1235 2.3728
H 4.1569 -1.0027 3.9520
O -3.2562 0.2782 -0.5719
N -2.3981 0.0914 -1.4374
O -2.6985 -0.2630 -2.6067
C -1.0633 0.2791 -1.0804
C -0.0550 -0.0286 -1.9674
C 1.2320 0.2031 -1.6391
C 1.5076 0.7378 -0.3920
C 0.5254 1.1978 0.4505
C -0.8255 0.8786 0.1672
H -0.3755 -0.4083 -2.9181
H 1.9581 -0.0015 -2.4247
H 2.5674 0.9552 -0.2652
H 0.7021 1.8802 1.3705
H -1.6576 1.2062 0.7827
O 5.3588 -0.0917 -0.6972
N 4.9292 -1.1847 -0.3621
O 3.9592 -1.7035 -0.9246
C 5.6707 -1.9177 0.6692
C 4.9825 -2.7540 1.5317
C 5.7466 -3.3879 2.5205
C 7.0351 -2.9636 2.7845
C 7.6605 -2.0458 1.9628
C 6.9783 -1.5062 0.8560
H 3.9346 -2.9985 1.4246
H 5.2992 -3.9820 3.3192
H 7.5797 -3.4110 3.6195
H 8.6299 -1.6025 2.2756
H 7.3269 -0.6913 0.2504
C -8.9331 -2.7958 -2.8307
O -8.1952 -1.7248 -2.2732
C -7.0788 -1.3480 -3.0467
C -6.3171 -0.2310 -2.3973
O -6.8126 1.0718 -2.5922
C -7.6922 1.5006 -1.5701
H -9.6484 -3.0980 -2.0817
H -8.2595 -3.5861 -3.1569
H -9.4596 -2.4061 -3.7155
H -7.4539 -1.0194 -4.0641
H -6.3718 -2.1055 -3.2197
H -5.2095 -0.1982 -2.8115
H -6.2954 -0.5263 -1.3103
H -7.1063 1.4663 -0.6379
H -8.5018 0.7867 -1.4004
H -8.0372 2.4779 -1.7653
C 2.7914 5.7932 1.6936
O 3.9759 5.4202 1.0314
C 3.7258 5.1561 -0.3563
C 4.9930 5.0499 -1.1187
O 5.5705 3.8381 -0.6967
C 6.6399 3.3493 -1.4571
H 2.7045 5.3342 2.6614
H 1.8191 5.6653 1.2032
H 2.8124 6.9200 1.7773
H 3.0237 5.8979 -0.7936
H 3.1487 4.2213 -0.3850
H 5.6438 5.9045 -0.8898
H 4.8115 5.1335 -2.2659
H 6.3998 3.2106 -2.5174
H 6.9548 2.4024 -1.0900
H 7.5206 4.0467 -1.4392
C 1.4625 -3.0936 2.9611
O 1.4349 -1.7601 3.3301
C 0.8556 -1.5705 4.6155
C 1.0086 -0.0886 4.9754
O 0.5353 0.6709 3.8900
C 0.7377 2.0433 3.9639
H 1.9864 -3.7355 3.7331
H 1.8990 -3.2416 1.9329
H 0.4692 -3.5264 2.7928
H 1.3898 -2.2191 5.3656
H -0.1560 -1.9604 4.6142
H 2.1337 0.1108 5.1665
H 0.3369 0.1291 5.7816
H 1.8578 2.2654 4.0651
H 0.1902 2.4355 4.8357
H 0.3661 2.4681 3.0814
C -1.8617 0.3375 -5.6934
O -0.9867 -0.7726 -5.5583
C 0.3045 -0.4377 -5.8978
C 1.2997 -1.5424 -5.6265
O 1.1816 -2.5167 -6.5974
C 2.3230 -3.3444 -6.5566
H -1.8214 0.8561 -6.6397
H -1.6825 1.0766 -4.9074
H -2.8345 -0.0491 -5.6717
H 0.7154 0.4579 -5.3484
H 0.3997 -0.2514 -6.9651
H 1.2197 -1.9484 -4.6622
H 2.3226 -1.0448 -5.6487
H 3.1514 -2.8522 -7.0334
H 2.0978 -4.3764 -6.9889
H 2.5529 -3.3601 -5.4922
C -2.5041 -4.9569 1.2128
O -1.9821 -3.8671 1.9052
C -2.8940 -2.7227 1.8668
C -2.3873 -1.7381 2.8778
O -2.5770 -2.1068 4.1773
C -2.4833 -1.0543 5.0812
H -3.4715 -5.2539 1.6935
H -1.8201 -5.7667 1.2032
H -2.7290 -4.7952 0.1516
H -3.9065 -3.0642 2.1162
H -2.9254 -2.2188 0.8603
H -3.0003 -0.7681 2.7663
H -1.3183 -1.5099 2.6677
H -3.5176 -0.6809 5.2642
H -1.8874 -0.1848 4.7484
H -2.0536 -1.4514 6.0322
C 1.9941 3.2217 -2.5045
O 0.5706 3.5803 -2.7419
C 0.1195 4.3187 -1.6133
C -1.4056 4.4212 -1.7322
O -2.0182 3.1769 -1.5965
C -3.4374 3.3146 -1.6139
H 2.1031 2.6984 -1.5970
H 2.6373 4.1439 -2.7585
H 2.2198 2.4641 -3.2525
H 0.6345 5.2804 -1.4957
H 0.4901 3.7703 -0.6713
H -1.6528 4.8033 -2.7048
H -1.7891 5.0522 -0.8934
H -3.8459 2.3208 -1.5904
H -3.7172 3.8550 -2.5624
H -3.6789 3.9825 -0.7747
C 0.8458 -4.0400 -0.7147
O -0.2125 -4.7727 -1.2530
C -0.1384 -5.0044 -2.6485
C -1.2041 -5.9591 -3.0838
O -2.5236 -5.4780 -3.0207
C -3.3416 -6.5411 -3.4522
H 1.4650 -3.6840 -1.5557
H 1.5701 -4.6956 -0.1957
H 0.5097 -3.1723 -0.1072
H 0.8515 -5.5169 -2.8154
H -0.2207 -4.0338 -3.1651
H -1.0652 -6.8470 -2.3846
H -0.9932 -6.2652 -4.1337
H -3.0212 -6.8991 -4.4663
H -4.3630 -6.0753 -3.4997
H -3.2633 -7.3488 -2.7700
C -3.0422 4.1598 4.4051
O -2.4632 2.8603 4.2398
C -2.6135 2.3548 2.8506
C -3.9983 1.9655 2.5107
O -4.7674 3.0959 2.0844
C -6.0617 2.6715 1.7789
H -3.0362 4.7488 3.4597
H -2.4412 4.6672 5.1350
H -4.1500 4.1125 4.7417
H -1.9479 1.4802 2.8350
H -2.2511 3.0473 2.1460
H -4.4120 1.4595 3.3808
H -3.9448 1.2458 1.6179
H -6.5797 3.4026 1.0796
H -6.6136 2.4370 2.6570
H -6.0505 1.7284 1.2370
*
```

These are the Mulliken partial charges, in e, on atoms 1 to 8: number 1, O, carries -0.603; number 2, N, carries 1.164; number 3, O, carries -0.624; number 4, C, carries -0.487; number 5, C, carries -1.112; number 6, C, carries -0.578; number 7, C, carries -0.102; number 8, C, carries -0.172



Number 1: calculated total energy -59442.3878 eV. Number 2: calculated total energy -54193.0328 eV. Number 3: calculated total energy -102884.9592 eV.